[1]
# C46H85BF9O12PS

A cluster of 10 separate species, C46H85BF9O12PS in total (ωB97M-V with the def2-TZVPD basis set, the OMol25 dataset).

Each line ends with the Löwdin charge.
Atoms and positions in Å:
C1 5.3807 -1.5497 5.2100  -0.106
C2 4.1849 -2.1547 4.4536  -0.236
C3 3.8169 -1.2993 3.2281  -0.217
C4 2.3707 -1.4578 2.7941  -0.201
C5 1.3677 -0.6711 3.6487  -0.179
C6 1.7304 0.8097 3.7680  -0.228
C7 0.5795 1.8066 3.7016  -0.257
P1 -0.4230 1.9200 2.1431  0.931
C8 1.0524 2.5643 1.0572  -0.282
C9 1.9732 1.5141 0.4347  -0.113
C10 3.3500 1.9506 -0.0558  -0.467
F1 3.2022 2.5757 -1.2478  0.106
F2 4.0940 0.8514 -0.2666  0.102
C11 4.1066 2.9444 0.8617  -0.446
F3 3.9148 2.6592 2.1373  0.138
F4 3.6189 4.1605 0.6340  0.134
S1 6.0037 3.0316 0.5791  0.762
F5 5.9624 4.5520 0.1592  -0.130
F6 5.8232 2.6159 -0.9261  -0.120
F7 6.1082 1.5224 1.0300  -0.129
F8 6.2359 3.4901 2.0824  -0.133
F9 7.5613 3.0364 0.3598  -0.112
C12 -2.1088 1.5894 3.0746  -0.335
O1 -2.2525 0.2720 3.6224  -0.115
C13 -3.4963 0.1269 4.1988  -0.301
C14 -4.3922 -0.8203 3.6883  -0.023
C15 -5.6758 -0.9149 4.2073  -0.085
C16 -6.1056 -0.1018 5.2291  -0.100
C17 -5.2005 0.8077 5.7683  -0.070
C18 -3.9138 0.9216 5.2561  -0.020
B1 -0.8978 0.4777 0.9228  -0.723
O2 -1.9784 0.7203 0.0819  0.116
O3 -0.2277 -0.6879 0.8842  0.007
C19 -0.4368 -1.5833 -0.2224  -0.019
H1 5.0378 -0.9257 6.0296  0.067
H2 6.0640 -2.3129 5.5633  0.062
H3 5.9431 -0.8966 4.5499  0.061
H4 3.3320 -2.2772 5.1095  0.099
H5 4.5227 -3.1125 4.0762  0.101
H6 4.4520 -1.6289 2.4083  0.093
H7 4.1022 -0.2666 3.4230  0.095
H8 2.1025 -2.4981 2.9067  0.117
H9 2.2127 -1.2237 1.7436  0.078
H10 0.3822 -0.8337 3.2256  0.092
H11 1.3647 -1.1221 4.6403  0.109
H12 2.1980 0.9531 4.7396  0.116
H13 2.5143 1.0268 3.0524  0.067
H14 -0.0862 1.6311 4.5375  0.082
H15 1.0007 2.7982 3.8601  0.089
H16 -1.0335 3.1826 1.8824  0.061
H17 0.5865 3.1173 0.2429  0.081
H18 1.5631 3.3207 1.6438  0.064
H19 1.5148 1.2002 -0.4999  0.117
H20 2.0683 0.6009 1.0086  0.094
H21 -2.2528 2.3752 3.8207  0.078
H22 -2.9117 1.7300 2.3438  0.088
H23 -4.0807 -1.4760 2.8907  0.105
H24 -6.3427 -1.6537 3.7938  0.097
H25 -7.0970 -0.1510 5.6383  0.083
H26 -5.4946 1.4518 6.5774  0.089
H27 -3.2331 1.6435 5.6815  0.112
H28 -2.7102 0.1367 0.3098  0.110
H29 -0.2069 -1.0933 -1.1579  0.075
H30 0.2733 -2.3887 -0.1053  0.069
H31 -1.4344 -2.0102 -0.2081  0.094
C20 1.3398 -1.1530 -5.5958  -0.014
C21 1.1642 -0.6745 -4.1758  -0.489
C22 1.1336 0.8173 -3.9579  -0.012
O4 1.0527 -1.4487 -3.2511  0.060
H32 1.3420 -2.2405 -5.6168  0.084
H33 0.5174 -0.7883 -6.2135  0.081
H34 2.2826 -0.7868 -6.0057  0.083
H35 0.3111 1.2637 -4.5156  0.081
H36 2.0666 1.2669 -4.2950  0.079
H37 0.9998 1.0232 -2.8969  0.069
C23 -7.3599 -2.7721 7.7219  -0.017
C24 -8.2669 -3.2268 6.6038  -0.494
C25 -9.2317 -4.3468 6.9178  -0.026
O5 -8.2243 -2.7193 5.5075  0.066
H38 -6.7199 -1.9657 7.3722  0.063
H39 -7.9539 -2.4117 8.5633  0.084
H40 -6.7389 -3.6043 8.0587  0.086
H41 -9.8997 -4.0487 7.7273  0.083
H42 -8.6824 -5.2384 7.2237  0.083
H43 -9.8221 -4.5767 6.0339  0.080
C26 -2.7202 -3.6401 4.7668  -0.022
C27 -1.7631 -4.8057 4.8170  -0.506
C28 -2.3759 -6.1871 4.8020  -0.028
O6 -0.5677 -4.6514 4.8739  0.072
H44 -2.1641 -2.7045 4.7831  0.079
H45 -3.3203 -3.6818 3.8573  0.080
H46 -3.3832 -3.6743 5.6331  0.089
H47 -2.9547 -6.3293 3.8880  0.083
H48 -3.0361 -6.3122 5.6616  0.082
H49 -1.5873 -6.9346 4.8450  0.079
C29 2.8364 4.8504 -4.7302  -0.010
C30 1.6244 4.4948 -5.5534  -0.485
C31 0.8021 5.6401 -6.0873  -0.017
O7 1.3285 3.3428 -5.7787  0.035
H50 3.3398 3.9415 -4.4085  0.078
H51 3.5264 5.4492 -5.3263  0.089
H52 2.5369 5.4223 -3.8505  0.087
H53 1.4177 6.2677 -6.7331  0.088
H54 0.4212 6.2441 -5.2623  0.085
H55 -0.0355 5.2503 -6.6611  0.081
C32 -3.7616 -2.2771 -7.8478  -0.026
C33 -2.5664 -2.5595 -6.9676  -0.507
C34 -2.5856 -1.9604 -5.5811  -0.022
O8 -1.6396 -3.2302 -7.3551  0.069
H56 -3.6241 -2.7607 -8.8119  0.080
H57 -4.6695 -2.6614 -7.3805  0.084
H58 -3.8699 -1.2019 -7.9982  0.083
H59 -3.4460 -2.3334 -5.0239  0.086
H60 -2.6445 -0.8724 -5.6469  0.086
H61 -1.6744 -2.2387 -5.0552  0.074
C35 2.2980 1.8973 -8.3787  -0.026
C36 2.8666 2.9379 -9.3057  -0.503
C37 2.6446 2.7359 -10.7845  -0.020
O9 3.4794 3.8953 -8.8845  0.051
H62 2.5323 2.1660 -7.3547  0.056
H63 1.2137 1.8489 -8.4911  0.091
H64 2.7313 0.9203 -8.6060  0.082
H65 1.5759 2.7168 -11.0032  0.084
H66 3.0903 1.7906 -11.0989  0.080
H67 3.1063 3.5518 -11.3367  0.080
C38 -9.3155 1.7437 8.0450  -0.017
C39 -8.1214 1.3404 8.8767  -0.495
C40 -8.0663 1.8642 10.2916  -0.022
O10 -7.2503 0.6317 8.4293  0.060
H68 -9.2338 1.3035 7.0538  0.079
H69 -10.2353 1.3949 8.5171  0.085
H70 -9.3567 2.8298 7.9517  0.086
H71 -8.9368 1.5201 10.8522  0.085
H72 -8.0587 2.9551 10.2864  0.085
H73 -7.1630 1.5033 10.7774  0.082
C41 4.6411 -2.1987 -0.6356  -0.013
C42 3.4525 -2.9658 -1.1618  -0.484
C43 3.6476 -3.7442 -2.4404  -0.021
O11 2.3923 -2.9566 -0.5829  0.066
H74 4.3584 -1.6850 0.2793  0.049
H75 5.4639 -2.8832 -0.4214  0.090
H76 4.9693 -1.4616 -1.3698  0.085
H77 4.4337 -4.4897 -2.3083  0.083
H78 3.9318 -3.0683 -3.2483  0.082
H79 2.7191 -4.2438 -2.7056  0.083
C44 7.2900 0.6801 -10.9720  -0.024
C45 6.2659 0.7302 -9.8638  -0.503
C46 6.5311 1.6899 -8.7311  -0.020
O12 5.2745 0.0368 -9.8862  0.058
H80 6.9796 -0.0441 -11.7213  0.081
H81 7.3828 1.6619 -11.4386  0.085
H82 8.2609 0.3866 -10.5706  0.085
H83 6.5826 2.7100 -9.1146  0.089
H84 7.4696 1.4400 -8.2339  0.085
H85 5.7191 1.6255 -8.0104  0.077

Results
Kohn-Sham gap: 7.90 eV
SMILES: CCCCCCC[PH](CCC(F)(F)C(F)(F)S(F)(F)(F)(F)F)(COc1ccccc1)B(O)OC.CC(C)=O.CC(C)=O.CC(C)=O.CC(C)=O.CC(C)=O.CC(C)=O.CC(C)=O.CC(C)=O.CC(C)=O
LUMO level: 0.48 eV
Charge: 0


[2]
# C46H87F6N7O9

A cluster of 4 separate species, C46H87F6N7O9 in total (ωB97M-V with the def2-TZVPD basis set, the OMol25 dataset).

Each line ends with the Löwdin spin population.
Atoms and positions in Å:
C1 -0.2581 -0.9193 5.7335  0.000
C2 -1.2048 -1.9448 5.0635  0.000
N1 -1.2187 -1.6981 3.6020  0.000
C3 -0.0816 -2.2646 2.9128  0.000
O1 0.2709 -3.3497 3.1496  0.000
C4 0.6354 -1.4231 1.8391  0.000
F1 -0.1619 -1.1819 0.7841  0.000
F2 0.9690 -0.2582 2.3872  0.000
C5 1.9423 -2.0560 1.2627  0.000
F3 2.6068 -1.0383 0.6977  0.000
F4 2.7502 -2.5465 2.1917  0.000
C6 1.6908 -3.0726 0.0837  0.000
F5 0.5638 -3.7867 0.2575  0.000
F6 1.6442 -2.3651 -1.0276  0.000
C7 2.8657 -4.1008 -0.0618  0.000
O2 3.6433 -4.0411 -0.9092  0.000
O3 2.8397 -5.0904 0.8966  0.000
C8 -2.4800 -1.9428 2.9850  0.000
N2 -3.1391 -3.1759 2.8639  0.000
N3 -3.5736 -3.6936 4.0951  0.000
C9 -2.5008 -4.1445 1.9282  0.000
C10 -1.9651 -5.4417 2.5628  0.000
C11 -0.9469 -6.2053 1.6950  0.000
C12 -0.7436 -7.6142 2.3585  0.000
O4 -1.3377 -8.6631 1.6095  0.000
C13 -0.5145 -9.0337 0.5147  0.000
N4 -3.1011 -0.9316 2.4916  0.000
C14 -2.6357 0.4560 2.5390  0.000
C15 -2.1346 0.9732 1.1416  0.000
O5 -0.9089 1.6557 1.3071  0.000
C16 -4.4020 -1.1435 1.8101  0.000
C17 -5.5874 -1.2572 2.7828  0.000
C18 -6.8946 -1.3847 1.9689  0.000
O6 -6.9699 -0.4673 0.8919  0.000
C19 -6.6977 -1.0845 -0.3533  0.000
H1 -0.4455 -0.8738 6.8108  0.000
H2 -0.4655 0.0505 5.2624  0.000
H3 0.7877 -1.1796 5.5184  0.000
H4 -2.2194 -1.7300 5.4370  0.000
H5 -0.9933 -2.9846 5.3517  0.000
H6 2.5057 -5.8725 0.4244  0.000
H7 -2.8198 -3.9206 4.7368  0.000
H8 -4.1870 -4.4899 3.9785  0.000
H9 -1.7360 -3.6496 1.3072  0.000
H10 -3.2837 -4.4472 1.2061  0.000
H11 -1.4518 -5.1966 3.5081  0.000
H12 -2.7594 -6.1487 2.8442  0.000
H13 -1.2952 -6.4140 0.6753  0.000
H14 0.0456 -5.7394 1.7250  0.000
H15 0.3286 -7.8502 2.4990  0.000
H16 -1.1910 -7.6585 3.3629  0.000
H17 -1.1184 -9.6559 -0.1543  0.000
H18 -0.1556 -8.1620 -0.0627  0.000
H19 0.3770 -9.5688 0.8847  0.000
H20 -1.9253 0.6756 3.3353  0.000
H21 -3.5295 1.0618 2.7553  0.000
H22 -2.8661 1.7083 0.7690  0.000
H23 -2.1051 0.1741 0.3879  0.000
H24 -1.0886 2.5917 1.1418  0.000
H25 -4.3387 -1.9606 1.0842  0.000
H26 -4.5850 -0.2444 1.2035  0.000
H27 -5.4705 -2.0592 3.5202  0.000
H28 -5.6460 -0.2955 3.3237  0.000
H29 -7.7588 -1.1870 2.6182  0.000
H30 -6.9561 -2.4170 1.5887  0.000
H31 -7.5965 -1.4591 -0.8685  0.000
H32 -6.0097 -1.9400 -0.2385  0.000
H33 -6.1996 -0.4005 -1.0576  0.000
C20 3.1188 5.8009 3.2372  0.002
C21 2.2251 5.2983 2.0711  0.027
C22 2.9936 5.3845 0.7453  0.015
C23 3.1405 6.8062 0.2115  0.002
C24 1.7820 7.4961 0.1388  0.015
C25 1.0202 7.4553 1.4680  0.027
N5 0.9507 6.0770 2.0385  0.363
O7 0.0671 5.3962 1.3660  0.541
C26 1.6928 8.4199 2.4664  0.002
C27 -0.3778 8.0475 1.2600  -0.001
C28 1.9756 3.8209 2.3772  -0.001
H34 3.9562 6.4084 2.8922  0.000
H35 2.5502 6.3831 3.9623  0.002
H36 3.5473 4.9722 3.8018  0.000
H37 2.4817 4.7865 -0.0173  0.003
H38 3.9843 4.9379 0.8636  0.001
H39 3.8324 7.3787 0.8361  0.000
H40 3.5903 6.7738 -0.7814  0.001
H41 1.9187 8.5331 -0.1769  0.001
H42 1.1865 7.0173 -0.6466  0.003
H43 1.2249 8.3536 3.4503  0.001
H44 1.5906 9.4501 2.1237  0.000
H45 2.7610 8.2482 2.5827  0.000
H46 -0.9378 7.5329 0.4794  -0.001
H47 -0.3036 9.0923 0.9566  0.000
H48 -0.9627 8.0107 2.1819  0.000
H49 1.4122 3.7006 3.3059  0.000
H50 2.9216 3.2898 2.4857  0.000
H51 1.4311 3.3212 1.5755  -0.001
C29 -5.2288 -4.9516 -4.9702  0.002
C30 -4.6161 -4.5945 -3.5889  0.027
C31 -3.1698 -5.1022 -3.5049  0.015
C32 -3.0572 -6.6139 -3.3243  0.001
C33 -3.9013 -7.0787 -2.1427  0.015
C34 -5.3591 -6.6157 -2.2336  0.027
N6 -5.4733 -5.1496 -2.4979  0.366
O8 -5.2043 -4.5147 -1.3985  0.536
C35 -6.0784 -7.4211 -3.3353  0.002
C36 -6.0874 -7.0120 -0.9449  -0.001
C37 -4.5787 -3.0615 -3.5640  -0.001
H52 -4.6834 -5.7474 -5.4787  0.000
H53 -6.2723 -5.2533 -4.8849  0.001
H54 -5.2283 -4.0949 -5.6441  0.000
H55 -2.6587 -4.6196 -2.6633  0.003
H56 -2.6229 -4.8030 -4.4022  0.001
H57 -3.3563 -7.1306 -4.2400  0.000
H58 -2.0110 -6.8815 -3.1562  0.001
H59 -3.8641 -8.1685 -2.0763  0.001
H60 -3.4483 -6.7033 -1.2172  0.003
H61 -7.0971 -7.0591 -3.4821  0.001
H62 -6.1417 -8.4730 -3.0547  0.000
H63 -5.5654 -7.3983 -4.2947  0.000
H64 -5.6090 -6.6072 -0.0526  -0.001
H65 -6.0937 -8.0966 -0.8330  0.000
H66 -7.1258 -6.6742 -0.9598  0.000
H67 -5.5861 -2.6421 -3.6044  0.000
H68 -4.0220 -2.6908 -4.4245  0.000
H69 -4.0771 -2.6716 -2.6769  -0.001
C38 6.4969 5.3696 -5.2946  0.002
C39 6.2467 6.4779 -4.2360  0.027
C40 7.3497 7.5424 -4.3148  0.015
C41 8.6862 7.0885 -3.7332  0.001
C42 8.5015 6.5522 -2.3182  0.014
C43 7.4327 5.4580 -2.2313  0.027
N7 6.1499 5.8646 -2.8771  0.355
O9 5.5444 6.7008 -2.0887  0.547
C44 7.9773 4.1666 -2.8763  0.002
C45 7.2241 5.0827 -0.7602  -0.001
C46 4.9283 7.1345 -4.6626  -0.001
H70 7.5267 5.3567 -5.6544  0.000
H71 6.2576 4.3788 -4.9086  0.002
H72 5.8629 5.5008 -6.1716  0.000
H73 7.0319 8.4415 -3.7758  0.003
H74 7.4921 7.8477 -5.3544  0.001
H75 9.1456 6.3328 -4.3767  0.000
H76 9.3797 7.9324 -3.7183  0.001
H77 9.4550 6.1669 -1.9486  0.001
H78 8.2356 7.3853 -1.6584  0.003
H79 7.2105 3.3904 -2.9046  0.001
H80 8.8155 3.7784 -2.2964  0.000
H81 8.3547 4.3121 -3.8866  0.000
H82 6.9491 5.9399 -0.1452  -0.001
H83 8.1449 4.6766 -0.3396  0.000
H84 6.4470 4.3216 -0.6547  0.000
H85 4.0997 6.4253 -4.6097  0.000
H86 5.0071 7.4889 -5.6905  0.000
H87 4.6790 8.0025 -4.0519  -0.001

Results
Kohn-Sham gap (alpha / beta): 6.26 / 7.08 eV
LUMO level (alpha / beta): -3.58 / -3.58 eV
Multiplicity: 4
Charge: +1


Max |F| values (in Eh/bohr) by entry order: 0.02098; 0.06123.